# 1
C14H35CuNO5 | wB97M-V/def2-TZVPD

Net charge: 0
2S+1: 2
Maximum force in eV/A: 2.28
LUMO level (spin up / spin down) in Eh: 0.02377 / -0.03159
Highest occupied orbital energy (spin up / spin down) in eV: -7.53 / -7.20
Electronic energy in Eh: -2625.678912
Frontier orbital gap (spin up / spin down) in Eh: 0.3006 / 0.2330

Last column: Mulliken charge in e.
Positions of all 56 atoms, in Å:
Cu: 0.0064 0.1159 -0.0467  0.7919
C: -2.3579 1.9808 2.3126  -0.8438
C: -3.0116 1.6407 0.9866  0.5711
C: -3.8151 2.8359 0.3891  -1.4742
O: -2.0624 1.0862 0.1129  -0.5379
H: -3.0305 2.5259 2.9749  0.5023
H: -1.5664 2.7210 2.1957  0.0696
H: -1.9459 1.0840 2.7756  -0.1091
H: -3.7004 0.8472 1.2765  0.0794
H: -3.1747 3.6956 0.1918  0.3030
H: -4.6508 3.0746 1.0470  0.4216
H: -4.2096 2.5277 -0.5791  0.3436
C: 1.2177 -3.5476 -1.0636  -0.8938
C: 2.2830 -2.4432 -1.0729  0.2970
C: 3.1060 -2.3474 -2.3750  -1.4628
O: 1.7242 -1.1766 -0.7038  -0.4372
H: 0.4770 -3.4973 -1.8617  0.2215
H: 0.7556 -3.4766 -0.0790  -0.0317
H: 1.6945 -4.5248 -1.1401  0.4605
H: 3.0293 -2.6976 -0.3204  0.2005
H: 3.7326 -3.2345 -2.4672  0.4394
H: 3.8011 -1.5078 -2.3839  0.3082
H: 2.5075 -2.3033 -3.2849  0.2249
C: -2.3760 -2.2619 0.4930  -0.9195
O: -1.1190 -1.7506 0.8451  0.5602
C: -0.8716 -1.9474 2.2561  -0.8874
C: 0.4990 -1.3889 2.4962  -0.8344
N: 0.4800 0.0641 2.2129  -0.1404
C: 1.8736 0.5837 2.2017  -0.8412
C: 1.8800 1.9697 1.6498  -0.6616
O: 1.1399 1.8697 0.4339  0.0244
C: 0.7702 3.1773 -0.0030  -0.9383
H: -2.6637 -3.2305 0.9018  0.3555
H: -2.2872 -2.3244 -0.5915  0.2139
H: -3.1720 -1.5517 0.7169  0.1564
H: -0.7878 -3.0108 2.4802  0.5122
H: -1.6552 -1.5845 2.9211  0.4380
H: 1.2456 -1.9290 1.9140  0.1794
H: 0.7012 -1.4837 3.5631  0.4659
H: 0.1077 0.4501 3.0688  0.3443
H: 2.5117 -0.0131 1.5499  0.2158
H: 2.2266 0.6551 3.2304  0.4718
H: 2.8781 2.3650 1.4612  0.3841
H: 1.3391 2.6189 2.3383  0.4340
H: 0.1418 3.7080 0.7122  0.2832
H: 0.2185 3.2399 -0.9410  0.2297
H: 1.6811 3.7641 -0.1214  0.3543
C: 0.6505 -0.0162 -4.3675  -1.2350
C: 0.7831 0.9045 -3.2310  -0.3549
O: -0.1604 0.6786 -2.1883  -0.0348
H: -0.3692 0.0068 -4.7519  0.3446
H: 0.9152 -1.0419 -4.1106  0.1668
H: 1.2901 0.3479 -5.1715  0.3813
H: 0.5263 1.9305 -3.4947  0.4980
H: 1.7744 0.8292 -2.7839  0.2149
H: -0.9813 0.9922 -2.5749  0.1748

# 2
C4H7NO | wB97M-V/def2-TZVPD

Net charge: 0
2S+1: 1
Maximum force in eV/A: 0.61
LUMO level in Eh: 0.03865
Highest occupied orbital energy in eV: -9.64
SMILES: O=CCN1CC1
Electronic energy in Eh: -286.543438
Frontier orbital gap in Eh: 0.3931

Last column: Mulliken charge in e.
Positions of all 13 atoms, in Å:
O: 1.8651 1.9439 -1.6121  -0.4653
C: 1.0659 1.5298 -0.8076  -0.0297
C: 0.9216 0.0584 -0.4607  -0.2965
N: 0.1325 -0.1376 0.7406  -0.3431
C: -0.6531 -1.3602 0.8102  -0.4122
C: -1.3086 -0.0543 0.5682  -0.3457
H: 0.3633 2.2125 -0.2837  0.3213
H: 1.9203 -0.3591 -0.2997  0.3577
H: 0.5053 -0.4313 -1.3638  0.2411
H: -0.7500 -1.8249 1.7881  0.2378
H: -0.5722 -2.0532 -0.0290  0.2310
H: -1.6881 0.1359 -0.4353  0.2614
H: -1.8393 0.4441 1.3766  0.2422

# 3
C24H27N5O4 | wB97M-V/def2-TZVPD

Net charge: 0
2S+1: 1
Maximum force in eV/A: 2.03
LUMO level in Eh: -0.00551
Highest occupied orbital energy in eV: -8.60
SMILES: O=C(Cc1cncc2ccccc12)Nc1ccccc1.CNC(=O)[C@H](CC(N)=O)NC(C)=O
Electronic energy in Eh: -1505.588908
Frontier orbital gap in Eh: 0.3105

Last column: Mulliken charge in e.
Positions of all 60 atoms, in Å:
O: 3.9378 1.4404 -0.6630  -0.6151
C: 3.4249 0.4599 -0.1410  0.4693
C: 2.3395 -0.3239 -0.8845  -1.0062
C: 1.3993 0.5638 -1.6866  0.7897
C: 1.6026 0.6829 -3.0710  -0.6333
N: 0.8258 1.4276 -3.8713  -0.6798
C: -0.1758 2.1194 -3.3127  -0.7831
C: -0.4559 2.0835 -1.9413  0.7599
C: -1.5120 2.8376 -1.4062  -0.6331
C: -1.7612 2.8211 -0.0321  -0.4228
C: -0.9570 2.0535 0.8116  -1.0289
C: 0.0837 1.2857 0.2820  -0.2565
C: 0.3495 1.2935 -1.0986  0.7641
N: 3.7936 0.0280 1.1215  -0.1874
C: 4.7155 0.6511 1.9641  0.4651
C: 5.9807 1.0694 1.5267  -0.0808
C: 6.8743 1.6806 2.4142  -0.6609
C: 6.5031 1.8827 3.7466  -0.3855
C: 5.2466 1.4632 4.1918  -0.6403
C: 4.3643 0.8380 3.3045  -0.3852
H: 1.7593 -0.9185 -0.1742  0.0877
H: 2.8412 -1.0324 -1.5492  0.5747
H: 2.4231 0.1376 -3.5273  0.3971
H: -0.7965 2.7326 -3.9591  0.3520
H: -2.1316 3.4547 -2.0514  0.4734
H: -2.5713 3.4144 0.3826  0.4073
H: -1.1415 2.0527 1.8818  0.4089
H: 0.6857 0.6998 0.9664  0.4030
H: 3.1637 -0.6393 1.5512  0.2722
H: 6.2670 0.9281 0.4891  0.3784
H: 7.8489 2.0075 2.0631  0.3551
H: 7.1912 2.3650 4.4345  0.3641
H: 4.9594 1.6202 5.2274  0.3464
H: 3.3927 0.5169 3.6635  0.3243
C: -2.4868 -5.1068 -0.9110  -0.9892
N: -2.2713 -3.6848 -0.6496  -0.0127
C: -3.0677 -2.7047 -1.0961  0.1883
O: -4.0580 -2.9372 -1.7846  -0.6790
C: -2.6619 -1.2613 -0.7141  -0.0039
C: -2.8300 -0.9721 0.7936  -0.8906
C: -1.7773 -1.6317 1.6640  0.2573
N: -2.0591 -1.8083 2.9321  -0.3159
O: -0.7054 -2.0178 1.2247  -0.7467
N: -3.3244 -0.2161 -1.5089  0.0939
C: -4.6250 0.0838 -1.4912  0.7766
C: -5.1054 1.0047 -2.5888  -1.2185
O: -5.4091 -0.2964 -0.6315  -0.6366
H: -1.7508 -5.7063 -0.3739  0.3572
H: -2.3999 -5.2989 -1.9821  0.2941
H: -3.4893 -5.3949 -0.5876  0.3213
H: -1.4735 -3.4150 -0.0856  0.2350
H: -1.5990 -1.1758 -0.9456  0.1388
H: -2.7931 0.0983 0.9751  0.5085
H: -3.8123 -1.3249 1.1078  0.6157
H: -2.9495 -1.5166 3.2939  0.2084
H: -1.3692 -2.2760 3.4911  0.2897
H: -2.7768 0.2056 -2.2396  0.2838
H: -5.0380 0.4833 -3.5419  0.3189
H: -4.4936 1.9034 -2.6086  0.2577
H: -6.1439 1.2691 -2.3946  0.3540

# 4
C6H8BrNO2S | wB97M-V/def2-TZVPD

Net charge: 0
2S+1: 1
Maximum force in eV/A: 3.04
LUMO level (spin up / spin down) in Eh: -0.03501 / -0.03504
Highest occupied orbital energy (spin up / spin down) in eV: -9.20 / -9.20
Electronic energy in Eh: -3410.770150
Frontier orbital gap (spin up / spin down) in Eh: 0.3031 / 0.3031

Last column: Mulliken charge in e.
Positions of all 19 atoms, in Å:
C: -2.3905 0.3822 0.5587  0.1049
C: -3.7139 -0.1720 1.0220  -0.4533
C: -2.9322 1.2863 -0.7214  0.4974
C: 2.0579 -0.5866 -1.1752  -0.6545
C: 0.0256 0.0934 -0.2671  -0.4836
C: -1.1194 -0.5120 0.4544  -0.2706
N: -4.3483 1.4116 -0.7665  -0.5422
O: -2.1380 1.7245 -1.5144  -0.5033
O: 1.0895 -0.7237 -0.1166  -0.2947
S: -5.0039 0.4154 0.2447  0.1870
Br: -1.5453 -2.2733 -0.3007  -0.1299
H: -2.1105 1.1404 1.2922  0.3323
H: -3.8441 -0.9941 1.6727  0.3900
H: 2.5382 -1.5005 -1.3895  0.2541
H: 2.8592 0.1005 -0.8304  0.2494
H: 1.6152 -0.1057 -2.0360  0.3291
H: 0.2559 1.1251 0.2550  0.2000
H: -0.0926 0.2277 -1.3342  0.4432
H: -0.8404 -0.7632 1.5092  0.3446

# 5
C23H28ClN3O3 | wB97M-V/def2-TZVPD

Net charge: 0
2S+1: 1
Maximum force in eV/A: 0.98
LUMO level in Eh: 0.01655
Highest occupied orbital energy in eV: -8.16
SMILES: O=C(Cn1c2c(c(-c3ccccc3Cl)cc1=O)CCC2)NCCCN1CCOCC1
Electronic energy in Eh: -1743.456214
Frontier orbital gap in Eh: 0.3165

Last column: Mulliken charge in e.
Positions of all 58 atoms, in Å:
O: 0.8017 3.3194 0.7456  -0.6956
C: 0.5409 2.6201 -0.2124  0.7896
C: -0.7521 2.8019 -1.0310  -1.3591
N: -1.6755 1.7139 -0.7804  0.1549
C: -2.5811 1.7756 0.2151  0.4434
C: -3.4666 0.7616 0.4616  0.1666
C: -3.4532 -0.3830 -0.3577  0.9182
C: -4.4183 -1.4804 -0.1525  -0.0556
C: -3.9837 -2.7326 0.2672  -0.5038
C: -4.8816 -3.7657 0.4644  -0.6960
C: -6.2320 -3.5625 0.2349  -0.4272
C: -6.6838 -2.3288 -0.1998  -0.6333
C: -5.7782 -1.2992 -0.3905  0.5360
Cl: -6.3480 0.2277 -0.9797  -0.1718
C: -2.5085 -0.4593 -1.3459  -0.7919
C: -1.5450 0.5664 -1.5756  0.0564
O: -0.6276 0.5082 -2.3956  -0.8178
C: -4.2857 1.0504 1.6842  -0.5484
C: -4.0240 2.5443 1.9450  -0.8510
C: -2.7220 2.8910 1.2014  -0.7466
N: 1.2920 1.6112 -0.6669  0.0784
C: 2.5697 1.2529 -0.0996  -0.8376
C: 3.6962 1.4333 -1.1169  -0.5535
C: 5.0361 0.9838 -0.5355  -1.0886
N: 4.9962 -0.3925 -0.0715  0.4111
C: 6.0640 -0.6922 0.8670  -0.6206
C: 5.8772 -2.1134 1.3983  -0.6681
O: 5.8865 -3.0590 0.3557  -0.3877
C: 4.8755 -2.7656 -0.5790  -0.7637
C: 5.0348 -1.3592 -1.1561  -0.5425
H: -1.2119 3.7518 -0.7617  0.4023
H: -0.5071 2.7870 -2.0970  0.4717
H: -2.9291 -2.8828 0.4437  0.4741
H: -4.5273 -4.7302 0.7947  0.3871
H: -6.9369 -4.3654 0.3867  0.3762
H: -7.7314 -2.1621 -0.3955  0.4331
H: -2.4491 -1.3220 -1.9908  0.5498
H: -3.9332 0.4321 2.5148  0.2509
H: -5.3447 0.8398 1.5431  0.3349
H: -4.8441 3.1314 1.5310  0.2920
H: -3.9554 2.7664 3.0078  0.3636
H: -1.8547 2.9019 1.8666  0.2955
H: -2.7807 3.8715 0.7280  0.3380
H: 0.9511 1.0855 -1.4696  0.3175
H: 2.5526 0.2104 0.2308  0.3958
H: 2.7313 1.8984 0.7665  0.2864
H: 3.7717 2.4851 -1.3982  0.3460
H: 3.4590 0.8638 -2.0170  0.2769
H: 5.2647 1.6132 0.3284  0.4494
H: 5.8320 1.1366 -1.2856  0.4013
H: 6.0149 0.0135 1.6988  0.4093
H: 7.0580 -0.6127 0.3910  0.3292
H: 6.6944 -2.3860 2.0682  0.3595
H: 4.9221 -2.1681 1.9426  0.3210
H: 4.9572 -3.5176 -1.3656  0.3698
H: 3.8891 -2.8449 -0.0970  0.3304
H: 4.2146 -1.1643 -1.8472  0.3199
H: 5.9889 -1.3005 -1.7113  0.3240

# 6
C31H66BN5O9PS | wB97M-V/def2-TZVPD

Net charge: +1
2S+1: 1
Maximum force in eV/A: 3.03
LUMO level in Eh: -0.13106
Highest occupied orbital energy in eV: -10.94
Electronic energy in Eh: -2935.888247
Frontier orbital gap in Eh: 0.2711

Last column: Mulliken charge in e.
Positions of all 114 atoms, in Å:
C: 3.9113 -0.8047 0.8835  -0.9468
C: 4.4346 0.3047 1.8118  -0.2427
O: 3.4998 0.6577 2.8487  -0.3174
C: 2.7225 1.7507 2.5472  0.1904
O: 2.7816 2.7460 3.2349  -0.5829
C: 1.8233 1.6011 1.3438  -0.4677
C: 0.7229 2.6506 1.2956  -0.4899
C: 0.1587 2.7493 -0.1529  -0.5020
N: -1.1994 2.1867 -0.2868  1.0704
C: -2.2463 3.1187 -0.1351  -0.4537
N: -3.0353 3.2378 0.8617  -0.0049
P: -2.8804 2.2143 2.3300  0.0600
C: -3.1341 0.4371 1.8979  0.3872
C: -4.4411 -0.2053 2.3786  -1.4485
C: -4.0482 2.8221 3.6081  -0.4438
C: -3.3156 3.7425 4.6170  -1.1645
N: -2.3861 3.8667 -1.3041  -0.4735
C: -2.5569 2.7264 -2.2483  0.3062
C: -2.2396 3.0268 -3.6958  -1.7126
C: -2.1541 1.7610 -4.5424  0.4782
C: -1.8373 2.0923 -5.9854  -1.0253
C: -1.5521 0.8118 -6.8067  -0.7832
S: 0.2212 0.4470 -6.7963  -0.2307
C: 0.3555 -0.9734 -5.8076  0.5370
N: -0.4233 -1.9523 -5.6944  -0.2273
N: 0.1484 -2.8353 -4.7918  -0.5064
C: 1.2309 -2.2970 -4.4301  0.0936
O: 1.4597 -1.1247 -5.0088  -0.3134
C: -1.4694 1.7253 -1.6627  -1.2140
O: -2.1430 0.4657 -1.6339  -0.5093
B: -1.2397 -0.5997 -1.5473  0.5706
O: -1.0727 -1.3488 -2.6701  -0.6259
O: -0.4795 -0.8717 -0.4295  -0.3537
H: 3.6245 -0.3631 -0.0678  0.3140
H: 2.9845 -1.1505 1.3289  0.2042
H: 4.6291 -1.6042 0.7664  0.3569
H: 5.2999 -0.0833 2.3344  0.2926
H: 4.7613 1.1847 1.2621  0.3858
H: 2.4479 1.5865 0.4530  0.4027
H: 1.3558 0.6202 1.4180  0.1691
H: -0.1074 2.3885 1.9378  -0.0455
H: 1.1604 3.6148 1.5329  0.5161
H: 0.2462 3.7884 -0.4860  0.1489
H: 0.8250 2.1765 -0.7816  0.5501
H: -3.7440 3.9580 0.7393  0.3823
H: -2.2861 -0.1079 2.2999  0.3796
H: -3.1246 0.3741 0.8116  -0.2490
H: -5.2703 0.0232 1.7207  0.3356
H: -4.6874 0.0027 3.4124  0.3687
H: -4.3131 -1.2839 2.3123  0.4177
H: -4.4500 1.9846 4.1671  0.1927
H: -4.9037 3.3304 3.1677  0.5525
H: -3.5434 3.3963 5.6194  0.3772
H: -3.7026 4.7511 4.5372  0.3014
H: -2.2395 3.6920 4.5083  0.3236
H: -1.5973 4.4657 -1.5081  0.4050
H: -3.5790 2.3918 -2.1110  0.3532
H: -3.0887 3.5773 -4.1001  0.4000
H: -1.3384 3.6267 -3.8197  0.4431
H: -3.0712 1.1826 -4.4744  0.3422
H: -1.3643 1.0892 -4.2005  -0.1965
H: -2.6326 2.6498 -6.4764  0.4154
H: -0.9338 2.6956 -6.0329  0.4390
H: -2.1265 -0.0367 -6.4497  0.4420
H: -1.8896 1.0107 -7.8165  0.4920
H: 1.8730 -2.7689 -3.7163  0.4869
H: -0.6207 1.7154 -2.3373  1.1165
H: -1.0037 -2.2801 -2.4289  0.2925
H: -1.0283 -0.9364 0.3574  0.2034
C: -7.8491 2.9038 -5.8340  -1.1352
C: -6.7966 2.0728 -5.1222  -0.3466
O: -5.9161 2.8379 -4.3115  -0.2976
C: -6.5130 3.5544 -3.2473  -0.3662
C: -7.2082 2.6684 -2.2260  -1.2108
H: -7.3829 3.7192 -6.3882  0.3149
H: -8.4119 2.2820 -6.5295  0.4017
H: -8.5603 3.3446 -5.1337  0.2698
H: -6.1631 1.5848 -5.8632  0.3043
H: -7.2622 1.2753 -4.5335  0.3361
H: -7.1995 4.3144 -3.6337  0.4119
H: -5.6961 4.0921 -2.7598  0.3173
H: -8.0846 2.1753 -2.6468  0.3373
H: -7.5404 3.2630 -1.3740  0.4115
H: -6.5310 1.8876 -1.8713  0.2845
C: 9.1521 -3.7698 0.8978  -1.1314
C: 8.3323 -2.5468 1.2708  -0.3500
O: 7.1617 -2.8470 2.0108  -0.3044
C: 7.3645 -3.4779 3.2657  0.1072
C: 8.1684 -2.6403 4.2448  -1.1917
H: 8.5275 -4.5112 0.3977  0.3093
H: 9.9673 -3.4883 0.2311  0.3964
H: 9.5912 -4.2460 1.7756  0.2682
H: 7.9865 -2.0564 0.3596  0.3210
H: 8.9473 -1.8157 1.8069  0.3444
H: 7.8195 -4.4645 3.1288  0.3134
H: 6.3687 -3.6484 3.6744  -0.1126
H: 9.2012 -2.5133 3.9169  0.3216
H: 8.1878 -3.1194 5.2236  0.4102
H: 7.7310 -1.6458 4.3472  0.2703
C: 3.3787 -3.9168 3.8456  -0.9948
C: 3.5573 -5.4249 3.9009  -0.5118
O: 3.7312 -5.9311 5.2092  -0.4179
C: 2.6585 -5.7161 6.1069  -0.3064
C: 1.3558 -6.3673 5.6731  -1.0437
H: 4.1869 -3.4132 4.3773  0.3129
H: 3.3725 -3.5748 2.8095  0.2869
H: 2.4394 -3.6052 4.3068  0.4161
H: 4.4617 -5.6987 3.3564  0.3617
H: 2.7249 -5.9325 3.3999  0.3537
H: 2.5166 -4.6439 6.2850  0.2839
H: 2.9781 -6.1494 7.0545  0.3476
H: 0.9525 -5.9050 4.7700  0.2581
H: 0.6060 -6.2709 6.4587  0.3896
H: 1.5099 -7.4258 5.4608  0.2938